The following is a quantum chemistry calculation of C28H49N5O7 in the gas phase, from the OMol25 dataset.

Properties
highest occupied orbital energy = -8.631 eV
spin multiplicity = 1
F_max = 1.61 eV/A
total charge = 0
Kohn-Sham gap = 9.28 eV
energy above the lowest of the compared OMol25 structures with the same formula, charge and spin = 0.0 kJ/mol

Geometry as XYZ:
```
89
Properties=species:S:1:pos:R:3:lowdin_charge:R:1
C 3.46 6.16 -0.48 -0.10
N 2.13 5.68 -0.14 -0.22
C 1.28 5.65 -1.32 -0.08
C 2.16 4.45 0.61 -0.22
C 0.80 4.14 1.27 -0.15
O -0.02 3.48 0.33 -0.13
C -1.17 2.78 0.82 -0.60
C -0.76 1.52 1.59 -0.01
C -2.06 3.67 1.69 -0.02
C -1.92 2.40 -0.46 -0.01
C 2.59 3.23 -0.16 -0.27
N 3.01 3.13 -1.37 0.12
N 3.25 1.83 -1.61 0.12
C 2.97 1.19 -0.52 -0.28
C 2.99 -0.28 -0.30 -0.21
C 4.21 -0.94 -0.96 -0.01
C 4.04 -2.45 -0.83 -0.49
O 3.46 -3.11 -1.65 0.11
O 4.56 -2.86 0.31 0.04
C 4.43 -4.24 0.75 -0.56
C 5.19 -5.16 -0.20 -0.02
C 5.07 -4.24 2.14 -0.02
C 2.96 -4.63 0.84 -0.02
N 1.76 -0.85 -0.81 0.13
C 0.97 -1.64 -0.05 -0.46
O 1.17 -1.80 1.14 0.07
C -0.20 -2.26 -0.80 -0.22
C -1.12 -1.15 -1.32 -0.12
C -2.36 -1.76 -1.98 -0.13
N -3.05 -2.60 -1.03 -0.04
C -4.09 -2.16 -0.27 -0.52
O -4.55 -2.80 0.65 0.09
O -4.56 -0.98 -0.71 0.02
C -5.72 -0.38 -0.10 -0.57
C -5.96 0.90 -0.91 -0.02
C -5.42 -0.04 1.36 -0.01
C -6.94 -1.30 -0.21 -0.02
C -2.25 -3.71 -0.55 -0.13
C -0.98 -3.19 0.13 -0.11
O 2.55 2.02 0.45 0.16
H 3.99 5.50 -1.18 0.08
H 3.36 7.15 -0.93 0.08
H 4.05 6.26 0.44 0.08
H 1.13 6.68 -1.65 0.09
H 0.32 5.21 -1.06 0.08
H 1.72 5.07 -2.13 0.08
H 2.89 4.59 1.43 0.16
H 0.36 5.09 1.60 0.14
H 0.98 3.50 2.14 0.13
H -1.64 0.90 1.79 0.09
H -0.05 0.94 1.02 0.07
H -0.32 1.77 2.55 0.08
H -3.00 3.16 1.90 0.08
H -2.28 4.61 1.18 0.09
H -1.58 3.90 2.64 0.08
H -1.23 1.91 -1.15 0.08
H -2.74 1.72 -0.24 0.06
H -2.31 3.29 -0.94 0.09
H 2.99 -0.48 0.78 0.16
H 5.13 -0.62 -0.46 0.13
H 4.24 -0.66 -2.02 0.13
H 5.14 -6.18 0.17 0.09
H 6.24 -4.86 -0.26 0.09
H 4.75 -5.12 -1.19 0.08
H 5.06 -5.24 2.56 0.09
H 6.10 -3.89 2.08 0.09
H 4.52 -3.58 2.80 0.09
H 2.41 -3.87 1.39 0.08
H 2.86 -5.58 1.36 0.09
H 2.53 -4.72 -0.15 0.08
H 1.67 -0.86 -1.82 0.16
H 0.20 -2.83 -1.65 0.16
H -1.44 -0.53 -0.49 0.11
H -0.60 -0.52 -2.05 0.12
H -2.07 -2.38 -2.83 0.13
H -3.04 -0.98 -2.33 0.13
H -6.14 0.65 -1.95 0.09
H -5.08 1.54 -0.86 0.07
H -6.81 1.44 -0.52 0.09
H -6.27 0.48 1.80 0.09
H -5.24 -0.95 1.93 0.08
H -4.55 0.60 1.43 0.07
H -7.82 -0.79 0.17 0.09
H -7.10 -1.57 -1.25 0.09
H -6.77 -2.21 0.37 0.08
H -1.99 -4.34 -1.41 0.13
H -2.86 -4.28 0.15 0.12
H -1.26 -2.64 1.03 0.13
H -0.35 -4.03 0.43 0.12
```

---

The following is a quantum chemistry calculation of 2 unconnected molecules or ions with the total composition C28H50BCl3F2N3O6P, from the OMol25 dataset.

Properties
highest occupied orbital energy = -4.975 eV
spin multiplicity = 1
F_max = 6.52 eV/A
total charge = 0
Kohn-Sham gap = 3.53 eV
energy above the lowest of the compared OMol25 structures with the same formula, charge and spin = 566.0 kJ/mol

Geometry as XYZ:
```
94
Properties=species:S:1:pos:R:3:lowdin_charge:R:1
C 2.53 1.10 3.75 -0.11
C 1.01 1.25 3.13 -0.22
C 0.89 2.39 2.02 -0.18
C 0.46 2.10 0.50 -0.20
C 0.86 3.52 -0.23 -0.52
Cl 2.68 3.86 -0.41 0.68
C 0.43 4.90 0.52 -0.64
C 0.29 6.00 -0.68 -0.14
Cl 1.78 5.65 1.58 0.54
C 1.43 0.97 -0.23 -0.24
C 2.86 0.76 0.47 -0.15
C 4.06 0.19 -0.44 -0.09
C 4.69 1.19 -1.52 -0.39
N 4.65 0.98 -3.00 0.09
O 5.31 2.24 -1.14 -0.01
C 1.41 1.14 -1.82 -0.12
C 1.58 -0.08 -2.79 -0.66
O 2.34 -1.07 -2.77 -0.01
Cl 0.54 -0.04 -4.34 0.58
C 0.83 -0.53 0.05 -0.06
N -0.56 -0.76 -0.42 -0.01
B -1.00 -2.00 0.40 -0.41
O -1.48 -1.84 1.78 0.07
C -0.85 -3.53 -0.05 -0.13
C -0.79 -3.86 -1.61 -0.11
C -1.53 0.37 -0.42 -0.30
P -2.23 0.44 -2.23 0.94
C -3.94 1.22 -2.34 -0.31
C -2.73 -1.34 -2.80 -0.27
C -1.16 1.76 0.29 -0.13
C -1.92 1.64 1.75 -0.09
C -3.47 1.40 1.86 -0.31
C -3.84 0.07 2.74 -0.04
F -4.28 1.31 0.67 -0.08
C -1.96 3.05 -0.34 -0.27
O -1.92 3.42 -1.55 0.03
N -2.76 4.00 0.51 0.13
C -2.85 5.35 -0.04 -0.35
O -2.44 6.30 0.70 0.10
F -3.50 5.78 -1.23 0.06
H 3.31 1.65 3.14 0.07
H 2.58 1.44 4.84 0.08
H 2.79 -0.03 3.74 0.09
H 0.54 0.24 2.91 0.09
H 0.43 1.60 4.07 0.12
H 1.94 2.89 2.04 0.09
H 0.24 3.22 2.52 0.12
H 0.52 3.61 -1.31 0.09
H -0.47 4.84 1.20 0.08
H 1.32 6.28 -1.07 0.07
H -0.41 5.58 -1.49 0.08
H -0.19 6.96 -0.28 0.09
H 3.30 1.67 1.00 0.09
H 2.81 -0.02 1.33 0.12
H 3.91 -0.89 -0.81 0.12
H 4.93 0.06 0.33 0.14
H 3.85 1.46 -3.43 0.07
H 4.66 -0.03 -3.20 0.08
H 2.15 1.94 -2.23 0.12
H 0.37 1.60 -2.07 0.10
H 0.86 -0.82 1.17 0.14
H 1.50 -1.35 -0.42 0.17
H -0.45 -1.16 -1.38 0.12
H -2.28 -2.41 1.91 0.12
H 0.12 -3.94 0.46 0.13
H -1.71 -4.12 0.45 0.14
H -0.22 -3.12 -2.27 0.07
H -0.27 -4.90 -1.72 0.09
H -1.87 -4.03 -1.98 0.08
H -2.44 -0.18 0.06 0.13
H -4.05 1.60 -3.44 0.07
H -4.14 2.12 -1.68 0.02
H -4.81 0.47 -2.20 0.06
H -3.53 -1.28 -3.61 0.07
H -1.78 -1.78 -3.31 0.02
H -3.00 -2.02 -1.92 0.05
H -1.74 2.59 2.39 0.14
H -1.44 0.70 2.22 0.11
H -3.97 2.24 2.49 0.15
H -3.93 -0.85 2.05 0.08
H -4.84 0.24 3.28 0.10
H -3.03 -0.17 3.51 0.09
H -3.76 3.70 0.54 0.15
C 0.49 -8.41 0.44 -0.12
C 1.25 -7.12 0.08 -0.74
C 2.75 -7.45 -0.07 -0.12
O 1.11 -6.26 1.11 -0.33
H 0.84 -8.86 1.37 0.06
H -0.59 -8.22 0.54 0.05
H 0.62 -9.16 -0.36 0.05
H 0.90 -6.82 -0.93 0.08
H 3.18 -7.86 0.85 0.06
H 3.33 -6.55 -0.34 0.05
H 2.90 -8.19 -0.87 0.05
```

---

The following is a quantum chemistry calculation of a molecular structure, C28H50BrCoN2O4S2Si, from the OMol25 dataset.

Properties
highest occupied orbital energy (alpha / beta) = -10.158 / -10.350 eV
spin multiplicity = 4
F_max = 1.32 eV/A
total charge = +1
Kohn-Sham gap (alpha / beta) = 7.39 / 7.51 eV
energy above the lowest of the compared OMol25 structures with the same formula, charge and spin = 41.3 kJ/mol

Geometry as XYZ:
```
89
Properties=species:S:1:pos:R:3:mulliken_spin:R:1
Co 0.88 0.94 -0.14 2.77
C 2.62 -1.87 -1.12 0.01
C 1.42 -2.49 -0.41 -0.01
C 1.92 -3.27 0.80 0.00
C 0.65 -3.43 -1.34 0.00
O 0.57 -1.39 0.01 0.00
Si -0.94 -1.36 0.69 0.04
S -1.06 0.73 1.07 0.12
O -0.83 -2.25 2.04 0.00
C -1.67 -3.13 2.81 0.00
C -2.30 -4.19 1.90 0.00
C -2.72 -2.30 3.53 0.00
C -0.77 -3.83 3.83 0.00
O -2.06 -1.88 -0.36 0.00
C -3.31 -1.45 -0.94 0.00
C -4.32 -1.15 0.16 0.00
C -3.13 -0.23 -1.84 0.00
C -3.79 -2.62 -1.80 0.00
H 3.37 -2.64 -1.32 0.00
H 3.07 -1.12 -0.47 0.01
H 2.34 -1.41 -2.06 0.00
H 2.47 -4.15 0.48 0.00
H 1.08 -3.59 1.42 0.00
H 2.58 -2.64 1.40 0.00
H 1.25 -4.32 -1.55 0.00
H 0.41 -2.95 -2.29 0.00
H -0.28 -3.74 -0.87 0.00
H -2.91 -3.72 1.12 0.00
H -2.93 -4.85 2.49 0.00
H -1.52 -4.77 1.42 0.00
H -3.36 -1.77 2.82 0.00
H -2.23 -1.56 4.17 0.00
H -3.34 -2.94 4.16 0.00
H -0.01 -4.43 3.34 0.00
H -1.38 -4.48 4.45 0.00
H -0.28 -3.09 4.47 0.00
H -3.96 -0.32 0.78 0.00
H -4.47 -2.02 0.80 0.00
H -5.28 -0.87 -0.27 0.00
H -2.78 0.62 -1.25 0.00
H -4.08 0.03 -2.30 0.00
H -2.40 -0.44 -2.62 0.00
H -3.88 -3.53 -1.19 0.00
H -3.07 -2.81 -2.60 0.00
H -4.75 -2.39 -2.24 0.00
C 3.09 -1.01 3.50 0.00
S 1.69 -0.08 2.81 0.00
C 1.81 1.30 3.97 0.00
O 2.21 0.47 1.50 0.01
H 3.09 -0.90 4.59 0.00
H 4.01 -0.62 3.07 0.00
H 2.96 -2.06 3.25 0.00
H 1.55 0.94 4.97 0.00
H 1.09 2.06 3.67 0.00
H 2.82 1.71 3.96 0.00
Br 3.46 5.65 3.50 0.00
C 2.65 4.57 2.19 0.00
C 1.26 4.45 2.14 0.00
C 0.72 3.62 1.18 0.02
N 1.44 2.92 0.29 0.02
C 2.78 3.06 0.36 0.04
C 3.42 3.86 1.28 0.01
H 0.63 5.00 2.82 0.00
H -0.36 3.49 1.13 0.00
H 3.35 2.50 -0.36 -0.02
H 4.49 3.96 1.28 0.00
C 0.18 5.32 -1.80 0.00
N 0.07 3.92 -2.23 0.00
C -1.08 3.72 -3.15 0.00
C 1.36 3.41 -2.83 -0.01
C 1.17 1.97 -3.20 -0.04
C 1.22 1.67 -4.56 0.00
C 0.78 0.45 -5.03 0.01
C 0.21 -0.44 -4.13 -0.01
C 0.22 -0.14 -2.77 -0.10
C 0.73 1.05 -2.23 0.10
H -0.76 5.65 -1.36 0.00
H 0.42 5.95 -2.65 0.00
H 0.97 5.42 -1.05 0.00
H -0.06 3.30 -1.42 0.01
H -0.83 4.09 -4.14 0.00
H -1.95 4.25 -2.76 0.00
H -1.31 2.66 -3.22 0.00
H 2.14 3.56 -2.09 0.00
H 1.59 4.03 -3.71 0.00
H 1.60 2.41 -5.26 0.00
H 0.82 0.22 -6.09 0.00
H -0.23 -1.37 -4.49 0.00
H -0.23 -0.87 -2.11 0.02
```

---

The following is a quantum chemistry calculation of 4 unconnected molecules or ions with the total composition C28H50FIN3O14S, from the OMol25 dataset.

Properties
highest occupied orbital energy = -10.740 eV
spin multiplicity = 1
F_max = 8.75 eV/A
total charge = +1
Kohn-Sham gap = 5.04 eV
energy above the lowest of the compared OMol25 structures with the same formula, charge and spin = 258.7 kJ/mol

Geometry as XYZ:
```
98
Properties=species:S:1:pos:R:3:lowdin_charge:R:1
C 2.37 0.64 -1.72 0.19
C 2.54 -0.47 -1.22 -0.05
C 2.44 -1.87 -0.64 -0.07
C 2.89 -2.00 0.80 -0.04
C 3.42 -0.79 1.66 -0.12
C 5.00 -0.87 1.87 -0.80
O 5.66 -1.79 1.42 0.00
I 6.00 0.70 3.00 0.85
C 2.80 -3.37 1.46 0.04
C 3.27 -3.55 2.97 -0.38
O 4.29 -4.12 3.26 0.19
O 2.43 -2.99 3.96 -0.05
N 1.13 -2.94 3.44 0.05
C 2.27 -4.50 0.61 0.11
C 1.84 -4.23 -0.79 -0.18
N 1.30 -5.37 -1.52 0.11
N 1.95 -2.94 -1.42 -0.04
S 1.44 -2.90 -3.07 0.79
O 2.13 -3.89 -3.90 -0.21
O 0.01 -3.23 -3.05 -0.24
F 1.59 -1.46 -3.81 -0.13
H 2.11 1.66 -2.12 0.09
H 2.96 -0.91 2.69 0.12
H 3.09 0.22 1.26 0.13
H 0.97 -2.03 2.98 0.10
H 0.48 -3.02 4.24 0.12
H 2.19 -5.52 1.07 0.15
H 1.61 -6.22 -1.03 0.11
H 0.27 -5.32 -1.36 0.12
C -3.92 5.52 -3.66 -0.11
O -3.04 4.73 -4.43 -0.20
C -1.68 5.13 -4.32 -0.18
C -0.75 3.93 -4.20 -0.17
O -0.84 3.22 -2.96 -0.15
C -2.05 2.49 -2.71 -0.17
C -2.27 1.29 -3.63 -0.19
O -2.62 1.72 -4.94 -0.20
C -2.07 0.91 -5.96 -0.11
H -4.11 6.47 -4.15 0.09
H -4.86 4.98 -3.57 0.09
H -3.53 5.69 -2.65 0.09
H -1.53 5.79 -3.45 0.12
H -1.43 5.69 -5.23 0.13
H 0.27 4.30 -4.25 0.12
H -0.87 3.25 -5.05 0.11
H -2.91 3.16 -2.70 0.11
H -1.94 2.11 -1.69 0.12
H -3.10 0.69 -3.25 0.13
H -1.37 0.67 -3.64 0.11
H -1.01 0.69 -5.77 0.08
H -2.13 1.47 -6.90 0.09
H -2.63 -0.02 -6.05 0.09
C -2.11 -7.71 6.06 -0.11
O -3.09 -7.25 5.14 -0.20
C -3.45 -5.88 5.33 -0.19
C -3.57 -5.15 4.00 -0.17
O -2.33 -4.93 3.32 -0.14
C -1.67 -6.08 2.79 -0.18
C -2.40 -6.76 1.63 -0.20
O -3.55 -7.45 2.10 -0.20
C -4.65 -7.37 1.22 -0.10
H -2.58 -7.91 7.03 0.09
H -1.70 -8.63 5.67 0.09
H -1.30 -6.99 6.18 0.08
H -2.71 -5.37 5.96 0.12
H -4.42 -5.87 5.84 0.13
H -3.96 -4.16 4.21 0.13
H -4.29 -5.63 3.34 0.11
H -1.42 -6.78 3.58 0.11
H -0.71 -5.71 2.40 0.11
H -1.74 -7.50 1.17 0.12
H -2.67 -6.00 0.88 0.12
H -4.79 -6.36 0.83 0.09
H -5.54 -7.66 1.77 0.09
H -4.51 -8.06 0.38 0.09
C 0.76 8.32 2.02 -0.11
O 1.77 7.99 1.08 -0.20
C 2.96 7.50 1.69 -0.19
C 3.52 6.31 0.92 -0.17
O 2.75 5.11 1.02 -0.13
C 1.47 5.09 0.37 -0.17
C 1.53 5.15 -1.15 -0.19
O 1.90 6.45 -1.59 -0.20
C 2.75 6.44 -2.72 -0.11
H 0.98 9.28 2.49 0.09
H -0.18 8.40 1.48 0.09
H 0.65 7.54 2.78 0.08
H 2.78 7.20 2.73 0.12
H 3.70 8.31 1.67 0.13
H 4.49 6.06 1.35 0.13
H 3.71 6.56 -0.12 0.11
H 0.82 5.86 0.78 0.11
H 1.03 4.13 0.65 0.12
H 0.54 4.94 -1.56 0.11
H 2.23 4.39 -1.51 0.11
H 3.54 5.69 -2.63 0.09
H 3.22 7.42 -2.81 0.09
H 2.16 6.24 -3.63 0.08
```

---

The following is a quantum chemistry calculation of a molecular structure, C28H51BBiN9S, from the OMol25 dataset.

Properties
highest occupied orbital energy = -14.427 eV
spin multiplicity = 1
F_max = 0.83 eV/A
total charge = +2
Kohn-Sham gap = 9.10 eV

Geometry as XYZ:
```
91
Properties=species:S:1:pos:R:3:lowdin_charge:R:1
Bi -0.08 1.76 -1.32 1.78
C -4.34 0.97 -3.21 -0.04
C -2.90 0.61 -3.59 -0.35
C -2.11 1.88 -3.91 -0.10
C -2.35 -0.28 -2.53 -0.24
C -2.89 -1.52 -2.21 0.06
C -2.15 -2.03 -1.16 -0.16
C -2.53 -3.31 -0.49 -0.34
C -3.01 -3.04 0.94 -0.03
C -1.47 -4.41 -0.54 -0.04
N -1.19 -1.13 -0.86 0.07
N -1.32 -0.06 -1.69 -0.10
B -0.03 -1.16 0.17 -0.49
N -0.32 -0.04 1.22 0.08
N -0.53 1.20 0.73 -0.12
C -0.95 2.02 1.72 -0.26
C -0.99 1.28 2.88 0.06
C -0.59 -0.02 2.54 -0.15
C -0.48 -1.06 3.63 -0.33
C 0.15 -2.41 3.29 -0.05
C -1.85 -1.28 4.29 -0.03
C -1.32 3.45 1.48 -0.40
C -2.60 3.51 0.64 -0.04
C -1.51 4.20 2.79 -0.05
N 1.31 -0.88 -0.56 0.07
N 1.45 0.21 -1.37 -0.11
C 2.64 0.16 -2.00 -0.24
C 3.28 -0.99 -1.57 0.05
C 2.43 -1.63 -0.67 -0.16
C 2.94 -2.84 0.06 -0.33
C 2.00 -4.01 0.31 -0.04
C 3.61 -2.34 1.36 -0.04
C 3.21 1.11 -3.00 -0.35
C 2.28 2.22 -3.47 -0.11
C 3.72 0.33 -4.22 -0.04
H -4.79 1.58 -3.99 0.09
H -4.95 0.08 -3.09 0.08
H -4.36 1.54 -2.28 0.09
H -2.94 0.00 -4.50 0.16
H -2.19 2.61 -3.11 0.04
H -1.07 1.66 -4.13 0.05
H -2.55 2.33 -4.80 0.10
H -3.72 -1.99 -2.69 0.13
H -3.39 -3.68 -1.06 0.14
H -2.22 -2.57 1.52 0.04
H -3.87 -2.38 0.93 0.09
H -3.30 -3.97 1.42 0.10
H -0.69 -4.24 0.19 0.04
H -1.93 -5.37 -0.32 0.09
H -1.02 -4.47 -1.53 0.09
H 0.02 -2.20 0.69 0.09
H -1.28 1.62 3.85 0.13
H 0.16 -0.59 4.39 0.15
H -0.52 -3.03 2.71 0.07
H 1.08 -2.28 2.76 0.04
H 0.35 -2.93 4.22 0.10
H -2.56 -1.71 3.58 0.08
H -1.74 -1.97 5.12 0.09
H -2.27 -0.35 4.67 0.08
H -0.51 3.93 0.91 0.07
H -3.43 3.08 1.19 0.10
H -2.84 4.55 0.41 0.10
H -2.49 2.97 -0.30 0.03
H -2.38 3.82 3.32 0.09
H -0.64 4.09 3.43 0.08
H -1.66 5.25 2.59 0.09
H 4.24 -1.34 -1.86 0.13
H 3.73 -3.23 -0.58 0.14
H 1.30 -3.82 1.12 0.05
H 1.46 -4.27 -0.59 0.08
H 2.60 -4.87 0.60 0.10
H 2.88 -1.87 2.01 0.05
H 4.06 -3.18 1.88 0.10
H 4.39 -1.62 1.12 0.08
H 4.09 1.57 -2.53 0.16
H 1.35 1.81 -3.86 0.05
H 2.08 2.93 -2.67 -0.02
H 2.77 2.76 -4.27 0.10
H 2.90 -0.15 -4.75 0.10
H 4.22 1.01 -4.91 0.09
H 4.44 -0.44 -3.94 0.08
N 2.70 1.11 1.36 0.06
N 2.63 2.32 2.08 -0.05
C 2.27 3.44 1.47 -0.80
N 2.25 4.59 2.15 0.13
S 1.86 3.47 -0.17 0.62
H 2.78 0.34 2.01 0.09
H 3.51 1.10 0.74 0.10
H 3.04 2.36 3.01 0.17
H 2.62 4.68 3.08 0.13
H 1.99 5.44 1.67 0.12
```